The following is a quantum chemistry calculation of a structure of composition C31H47ClO2P2Sm, from the Open Molecules 2025 dataset.

Structure (XYZ):
```
84
C31H47ClO2P2Sm (ωB97M-V/def2-TZVPD)
Sm 0.4068 -0.8271 -0.7184
C 1.0938 1.2451 1.6922
C 0.7226 1.9970 0.5378
C -1.1954 1.1200 1.4829
C -0.0890 0.7299 2.2884
C -0.6920 1.8478 0.3614
C 2.4561 1.0759 2.2334
H 3.2157 1.5329 1.5955
H 2.7116 0.0142 2.3496
H 2.5604 1.5379 3.2244
C -0.1550 0.0336 3.5831
H 0.6856 0.3322 4.2216
H -0.1099 -1.0547 3.4428
H -1.0884 0.2710 4.1085
C -2.6199 0.9278 1.8123
H -2.8043 1.1331 2.8743
H -2.9674 -0.0983 1.6250
H -3.2480 1.6001 1.2163
C -1.5230 2.4886 -0.6850
H -2.1572 3.2974 -0.2775
H -2.1927 1.7510 -1.1549
H -0.9038 2.9146 -1.4855
C 1.5877 2.9326 -0.2312
H 1.4153 3.9775 0.0943
H 1.3627 2.8878 -1.3091
H 2.6550 2.7184 -0.0740
C 4.1705 -2.6050 -3.6313
C 4.8881 -1.6612 -2.9966
C 5.4527 -0.4360 -3.6412
C 4.4797 0.3778 -4.5307
C 3.0214 0.2576 -4.2181
C 2.2455 -0.6516 -4.8313
C 2.7187 -1.8111 -5.6362
C 3.9228 -2.6339 -5.1121
H 6.2958 -0.7422 -4.2824
H 4.6697 0.1063 -5.5829
H 5.8609 0.2133 -2.8526
H 4.8398 -2.3768 -5.6680
H 3.8153 -3.4883 -3.0725
H 5.2676 -1.8526 -1.9869
H 3.7084 -3.6830 -5.3629
H 1.8719 -2.5078 -5.7507
H 1.1780 -0.5105 -4.8964
H 2.9784 -1.4874 -6.6610
H 4.7694 1.4329 -4.4253
H 2.6060 1.0818 -3.6297
P 2.7252 -1.9944 -0.6240
P -0.7454 -0.0179 -3.1021
C 1.6279 -2.2473 -2.3557
C 0.2373 -1.8713 -2.9792
H 1.7644 -3.3310 -2.4892
H 2.3803 -1.7316 -2.9537
H 0.3248 -1.9952 -4.0718
H -0.5492 -2.5720 -2.6278
C -2.4327 -0.5857 -3.4679
H -3.1275 0.2419 -3.2549
H -2.7101 -1.4293 -2.8174
H -2.5205 -0.8740 -4.5261
C -0.3766 1.1461 -4.4504
H -0.5737 0.6914 -5.4282
H 0.6770 1.4505 -4.4072
H -0.9817 2.0564 -4.3376
C 4.0517 -3.1078 -0.1132
H 4.2298 -2.9524 0.9695
H 5.0086 -2.9973 -0.6321
H 3.7062 -4.1522 -0.2169
C 3.1644 -0.2336 -1.0154
H 2.3222 0.4874 -1.1462
H 3.6961 -0.1955 -1.9731
H 3.8227 0.1972 -0.2431
Cl -6.4319 -3.2393 3.9646
C -5.0367 -3.0220 2.9957
C -3.8274 -2.6532 3.6124
C -2.6744 -2.5508 2.8267
C -2.7661 -2.6717 1.4370
C -3.9619 -3.0571 0.8209
C -5.1050 -3.2558 1.6087
C -1.6088 -2.1920 0.6280
O -1.7577 -1.9041 -0.6210
O -0.4708 -2.0120 1.2010
H -3.7938 -2.4330 4.6785
H -1.6964 -2.3682 3.2674
H -3.9727 -3.1917 -0.2543
H -6.0432 -3.5683 1.1610
```

## Properties
Multiplicity: 6
Largest force on an atom (eV Å⁻¹): 6.55
E_LUMO (spin up / spin down) (Eh): -0.1289 / -0.1133
ΔE to the lowest compared entry with this formula, charge and spin (kcal per mole): 82.0
Charge: +1
DFT total energy (Ha): -3160.4232